The following is a quantum chemistry calculation of one molecule with the formula C3H6Si at a distorted geometry, from the OMol25 dataset.

Kohn-Sham gap (alpha / beta) = 7.19 / 7.19 eV
ΔE to the lowest compared entry with this formula, charge and spin = 337.32 kJ/mol
Largest force on an atom = 0.093 hartree/bohr
Total energy = -407.18800 Eh
SMILES string = C=C[SiH]=C

```
! wB97M-V def2-TZVPD RIJCOSX def2/J DEFGRID3
* xyz 0 1
C 0.857 1.828 0.788
C 1.152 0.556 0.630
Si -0.189 -0.909 -0.291
C -1.565 -1.704 -1.480
H 1.432 2.621 1.316
H 0.104 2.267 0.252
H 2.148 0.165 1.110
H -0.031 -1.766 0.842
H -2.479 -1.570 -0.957
H -1.647 -1.193 -2.393
*
```

The following is a quantum chemistry calculation of C51H54CaN4O5P2S as an isolated structure at a distorted geometry, from the OMol25 dataset.

Kohn-Sham gap = 6.59 eV
ΔE to the lowest compared entry with this formula, charge and spin = 0.00 kJ/mol
Largest force on an atom = 0.099 hartree/bohr
Total energy = -4329.59240 Eh

```
! wB97M-V def2-TZVPD RIJCOSX def2/J DEFGRID3
* xyz 0 1
Ca 12.334 10.949 16.896
C 11.427 14.163 15.651
N 11.818 13.385 16.828
C 11.532 13.921 17.965
C 11.665 13.174 19.200
C 11.481 13.672 20.533
C 11.582 12.569 21.364
C 11.878 11.459 20.569
N 11.986 11.842 19.265
C 11.960 15.568 15.607
C 11.057 16.662 15.673
C 11.493 17.879 16.121
C 12.868 18.074 16.387
C 13.752 17.016 16.145
C 13.326 15.798 15.660
H 10.300 14.206 15.516
H 11.778 13.560 14.806
H 11.302 15.021 18.092
H 11.132 14.651 20.839
H 11.467 12.558 22.445
H 11.976 10.407 20.848
H 9.974 16.517 15.497
H 10.838 18.704 16.221
H 13.307 19.061 16.643
H 14.812 17.276 16.236
H 14.050 15.022 15.324
C 12.442 17.505 8.069
S 11.358 16.356 7.120
C 9.762 16.532 7.966
C 9.374 15.434 8.929
C 10.218 15.332 10.180
N 9.710 14.287 11.128
P 8.812 14.760 12.670
C 7.860 16.269 12.283
C 8.248 17.512 12.870
C 7.444 18.631 12.657
C 6.298 18.486 11.879
C 5.861 17.274 11.418
C 6.666 16.157 11.535
C 7.545 13.483 12.698
C 6.778 13.469 13.871
C 5.974 12.392 14.132
C 5.848 11.388 13.171
C 6.417 11.505 11.910
C 7.256 12.585 11.654
P 10.599 12.786 11.178
C 10.683 12.149 9.453
C 10.056 10.944 9.232
C 9.789 10.501 7.927
C 10.292 11.208 6.866
C 11.036 12.338 7.076
C 11.283 12.802 8.368
C 12.350 13.336 11.393
C 12.685 14.532 12.032
C 14.029 14.920 12.097
C 15.073 14.108 11.592
C 14.707 12.887 11.039
C 13.372 12.514 10.924
H 13.328 16.901 8.360
H 11.944 17.862 8.976
H 12.682 18.321 7.335
H 9.039 16.572 7.156
H 9.749 17.492 8.512
H 9.334 14.496 8.381
H 8.298 15.557 9.234
H 10.250 16.300 10.716
H 11.269 15.128 9.915
H 9.117 17.631 13.559
H 7.767 19.628 12.988
H 5.750 19.391 11.625
H 4.840 17.186 11.030
H 6.373 15.211 11.043
H 6.846 14.308 14.562
H 5.492 12.214 15.071
H 5.247 10.544 13.473
H 6.152 10.825 11.119
H 7.649 12.826 10.644
H 9.629 10.420 10.087
H 9.107 9.680 7.810
H 9.939 10.905 5.893
H 11.417 12.835 6.221
H 11.920 13.681 8.587
H 11.925 15.169 12.523
H 14.307 15.898 12.576
H 16.096 14.472 11.706
H 15.508 12.232 10.656
H 13.131 11.622 10.314
C 11.914 6.953 11.390
O 13.223 7.510 11.312
C 13.510 8.479 12.223
C 14.908 8.590 12.408
C 15.472 9.305 13.464
C 14.606 10.010 14.358
C 15.195 10.624 15.589
C 16.625 11.008 15.478
O 14.603 10.749 16.726
C 13.226 10.011 14.089
O 12.355 10.672 14.828
C 12.684 9.247 13.025
H 11.752 6.245 10.513
H 11.135 7.724 11.285
H 11.915 6.290 12.297
H 15.540 8.109 11.697
H 16.548 9.355 13.524
H 16.791 11.450 14.519
H 17.259 10.098 15.538
H 17.013 11.707 16.235
H 11.613 9.165 12.991
N 7.602 7.689 17.487
C 9.073 7.459 17.350
C 9.706 8.697 16.790
O 8.989 9.335 15.889
O 10.858 9.147 17.150
H 7.461 8.472 18.130
H 7.119 6.842 17.777
H 8.159 8.816 15.865
H 9.221 6.656 16.594
H 9.612 7.184 18.232
*
```